DFT (wB97M-V/def2-TZVPD) results for a cluster of 7 separate species, C15H47BrO6P in total at a distorted geometry.

XYZ file:
```
70
Properties=species:S:1:pos:R:3
C 6.7244 3.0031 0.4305
C 5.8677 4.2017 -0.3551
Br 5.5257 5.7704 0.8365
C 4.5504 3.6146 -1.1339
P 2.9281 3.6463 -0.1281
H 7.6031 3.5386 1.0228
H 5.9677 2.4353 1.1239
H 7.1153 2.2234 -0.3672
H 6.6117 4.5855 -1.2064
H 4.3907 4.0962 -2.2139
H 4.7830 2.4648 -1.3558
H 2.8631 2.1834 -0.1889
H 2.2108 3.6429 -1.4092
H 2.8329 5.0834 -0.1195
H 3.5900 3.5758 1.1490
H 1.6536 3.6016 0.5524
C -1.5524 2.3280 1.2936
C -0.6830 1.6460 2.3296
O 0.4566 2.4455 2.6088
H -0.9891 2.4977 0.3702
H -2.4333 1.7221 1.0638
H -1.8824 3.3092 1.6501
H -0.3375 0.6757 1.9606
H -1.2353 1.4844 3.2605
H 0.1392 3.3017 2.9437
C -3.4139 -1.8599 0.8494
C -3.2535 -1.1376 2.1711
O -4.0106 0.0635 2.1623
H -3.0832 -1.2247 0.0212
H -2.8326 -2.7862 0.8381
H -4.4658 -2.1014 0.6650
H -2.2042 -0.8788 2.3410
H -3.5942 -1.7615 3.0031
H -4.9418 -0.1778 2.0192
C 1.2776 0.9081 -4.5532
C 1.4380 1.6303 -3.2316
O 0.6809 2.8315 -3.2403
H 1.6083 1.5433 -5.3815
H 1.8589 -0.0182 -4.5645
H 0.2257 0.6666 -4.7376
H 2.4873 1.8892 -3.0617
H 1.0973 1.0064 -2.3995
H -0.2503 2.5901 -3.3834
C 4.6971 -0.9362 -7.8010
C 4.4427 -0.2806 -6.4595
O 3.4715 -1.0204 -5.7345
H 3.7713 -0.9938 -8.3828
H 5.4404 -0.3753 -8.3745
H 5.0545 -1.9627 -7.6690
H 4.0649 0.7370 -6.5962
H 5.3611 -0.2310 -5.8665
H 3.8201 -1.9200 -5.6111
C -6.4062 -1.3877 5.4863
C -6.1986 -2.6700 4.7074
O -4.8366 -2.7896 4.3243
H -6.1179 -0.5203 4.8835
H -7.4524 -1.2780 5.7853
H -5.7795 -1.3739 6.3841
H -6.8099 -2.6700 3.8001
H -6.4724 -3.5427 5.3081
H -4.3029 -2.7971 5.1373
C -3.7410 -6.5637 2.9591
C -2.8906 -5.5058 2.2870
O -3.7195 -4.5887 1.5885
H -4.3407 -7.1029 2.2186
H -3.1165 -7.2815 3.4984
H -4.4423 -6.1064 3.6647
H -2.2067 -5.9649 1.5669
H -2.2975 -4.9535 3.0224
H -4.3173 -4.1803 2.2381
```

The total energy comes out at -107926.87201 eV. The maximum force comes out at 0.071 Eh/bohr. For the LUMO energy, the calculation gives 0.064 Eh. Its gap between HOMO and LUMO is 4.24 eV. As for the net charge: -1.

***

DFT (wB97M-V/def2-TZVPD) results for a structure of composition C15H47FeN3O8 at a distorted geometry.

XYZ file:
```
74
Properties=species:S:1:pos:R:3
Fe 2.7441 0.5860 0.2750
C 0.0226 -1.1607 1.1388
O 0.9938 -0.3226 0.6568
H 0.3700 -1.7883 1.9654
H -0.8844 -0.6241 1.4370
H -0.3192 -1.8706 0.3730
C 5.4397 0.4006 3.2100
C 3.9236 0.7093 3.3013
O 3.2596 0.7157 2.1054
H 6.0150 0.7192 4.0711
H 5.7950 0.8224 2.2635
H 5.5740 -0.6721 3.0329
H 3.8617 1.6561 3.8566
H 3.4975 -0.0414 3.9812
O -2.4304 0.1871 -1.3607
H -2.5077 -0.0556 -0.4336
H -2.7724 -0.5851 -1.8300
O 3.7321 -1.2297 -0.0330
H 4.4683 -1.3706 -0.6445
H 3.4156 -2.1145 0.1955
O 2.1718 0.4870 -1.6686
H 1.2447 0.7181 -1.8523
H 2.5387 0.1472 -2.5260
C -1.2367 2.6666 2.0579
C -0.3443 3.9075 2.0917
C 0.8911 3.8427 2.9482
O 1.5355 5.0890 3.0149
C 2.8976 5.0110 3.3470
N 0.0920 4.1773 0.7000
H -2.2076 2.9583 1.6640
H -1.3463 2.2419 3.0589
H -0.8055 1.9078 1.4020
H -0.9977 4.7339 2.3949
H 1.5793 3.1002 2.5276
H 0.6002 3.5097 3.9527
H 3.5100 4.6544 2.5072
H 3.1170 4.2502 4.1088
H 3.1968 5.9907 3.7002
H -0.6394 4.5702 0.1203
H 0.8409 4.8627 0.6914
C -3.9082 -2.4652 1.4751
C -4.7516 -2.1433 0.2548
C -5.3877 -0.7612 0.3888
O -6.6244 -0.7033 -0.2412
C -7.2330 0.5574 -0.4002
N -3.9635 -2.3941 -0.9723
H -3.2761 -3.3489 1.3752
H -4.4669 -2.6403 2.3988
H -3.2539 -1.6383 1.7786
H -5.6292 -2.7940 0.1358
H -4.6981 -0.0803 -0.1437
H -5.4134 -0.4233 1.4291
H -7.3792 1.0000 0.5924
H -8.1945 0.3594 -0.8680
H -6.6557 1.2244 -1.0499
H -3.7192 -3.3660 -1.0812
H -4.5589 -2.0973 -1.7406
C 3.0474 -3.2024 -4.6616
C 2.3501 -1.8133 -4.5145
C 1.1369 -1.9043 -3.5834
O 0.5824 -3.2140 -3.5857
C -0.5838 -3.2653 -2.8003
N 3.3452 -0.8376 -3.9743
H 3.5757 -3.2429 -5.6120
H 2.2542 -3.9500 -4.6997
H 3.6930 -3.4498 -3.8213
H 2.0770 -1.4305 -5.4948
H 0.3475 -1.2065 -3.8794
H 1.4522 -1.7439 -2.5436
H -0.4741 -3.0356 -1.7380
H -1.0465 -4.2405 -2.9499
H -1.3255 -2.5900 -3.2519
H 3.9516 -0.6425 -4.7622
H 3.8932 -1.3041 -3.2617
```

The total energy comes out at -71544.90935 eV. The maximum force comes out at 0.080 Eh/bohr. For the LUMO energy (alpha / beta), the calculation gives -0.118 / -0.202 Eh. Its gap between HOMO and LUMO (alpha / beta) is 8.16 / 5.87 eV. As for the net charge: +1. Its multiplicity is 6. The expectation value of S² is 8.771.

***

DFT (wB97M-V/def2-TZVPD) results for a cluster of 9 separate species, C15H48N12O9 in total at a distorted geometry.

XYZ file:
```
84
Properties=species:S:1:pos:R:3
N 3.3924 3.9374 1.2117
C 2.8488 4.1758 -0.0537
N 3.1775 3.1238 -0.8470
O 2.3663 5.2005 -0.4770
H 3.7019 3.0004 1.3710
H 3.4976 4.6599 1.9005
H 3.0837 3.2726 -1.8388
H 3.9076 2.5691 -0.4536
N -0.3522 -2.5463 -0.2983
C -0.6383 -2.6341 1.0044
N -1.3329 -3.7450 1.3660
O -0.2242 -1.7943 1.7871
H 0.1163 -1.7034 -0.5964
H -0.6331 -3.2393 -0.9688
H -1.3401 -4.0038 2.3383
H -1.7033 -4.4632 0.7694
N 2.3158 -1.3322 -5.0010
C 1.7293 -0.7622 -3.9219
N 2.5018 0.2312 -3.4841
O 0.7011 -1.1808 -3.3964
H 1.8299 -2.1143 -5.4100
H 3.1442 -0.9988 -5.4556
H 3.3411 0.2749 -4.0276
H 2.3224 0.5259 -2.5362
N -1.1421 3.2654 -4.0121
C -1.5144 4.0551 -2.9787
N -2.7895 4.0794 -2.5650
O -0.6831 4.8489 -2.5274
H -1.8242 2.5335 -4.1728
H -0.1836 2.9694 -4.0695
H -3.2204 3.2827 -3.0072
H -3.0846 4.7795 -1.9126
N -2.1638 -2.3327 -2.9773
C -2.6248 -2.1238 -4.2334
N -1.7678 -1.4261 -4.9974
O -3.7630 -2.4255 -4.5612
H -1.2676 -2.0146 -2.6555
H -2.6892 -2.9616 -2.3960
H -0.8217 -1.2626 -4.6768
H -2.0809 -1.2298 -5.9323
N 3.7456 -0.0735 -0.5826
C 4.1549 -1.2748 -0.9472
N 3.1272 -2.0541 -1.3878
O 5.3457 -1.5384 -1.1275
H 2.7634 0.1708 -0.6271
H 4.4580 0.6206 -0.4442
H 2.1424 -1.8513 -1.3739
H 3.3356 -3.0396 -1.3356
C -4.0011 -0.7345 1.9527
C -4.7729 -1.4925 3.0248
C -3.9663 -1.9638 4.2470
O -5.7771 -0.6111 3.5602
H -2.9776 -1.0741 1.7956
H -3.9039 0.3049 2.2804
H -4.5526 -0.6459 1.0169
H -5.2993 -2.2532 2.4416
H -3.8066 -1.1450 4.9459
H -2.9578 -2.2927 3.9761
H -4.3435 -2.8768 4.7104
H -6.0928 -0.9739 4.3912
C -1.4821 0.9247 -0.7773
C -0.0008 1.2545 -0.6027
C 0.4851 1.5349 0.8539
O 0.7109 0.1006 -1.0460
H -2.0290 1.8690 -0.7955
H -1.8042 0.2812 0.0448
H -1.7978 0.3585 -1.6576
H 0.1889 2.0800 -1.2967
H 0.1833 2.5312 1.1719
H 1.5689 1.4327 0.9097
H 0.1020 0.7667 1.5258
H 0.3177 -0.1125 -1.9185
C 1.6235 -1.0090 6.0012
C 1.5128 0.2121 5.0708
C 2.4675 0.2888 3.8295
O 0.2088 0.0965 4.4920
H 1.4200 -1.9200 5.4287
H 0.8565 -1.1298 6.7649
H 2.6477 -1.1358 6.3577
H 1.6693 1.1305 5.6392
H 2.3525 1.2122 3.2573
H 2.1665 -0.4404 3.0738
H 3.4856 0.2615 4.2190
H 0.3927 -0.2799 3.6302
```

The total energy comes out at -52646.52203 eV. The SMILES is NC(N)=O.NC(N)=O.NC(N)=O.NC(N)=O.NC(N)=O.NC(N)=O.CC(C)O.CC(C)O.CC(C)O. The maximum force comes out at 0.100 Eh/bohr. For the LUMO energy, the calculation gives -0.003 Eh. Its gap between HOMO and LUMO is 9.58 eV. As for the net charge: 0. Its energy above the lowest of the compared OMol25 structures with the same formula, charge and spin is 2.1403 eV.

***

DFT (wB97M-V/def2-TZVPD) results for a cluster of 9 separate species, C15H48O9 in total at a distorted geometry.

XYZ file:
```
72
Properties=species:S:1:pos:R:3
C 7.3796 8.1454 15.3898
C 8.7484 7.5288 14.9272
O 9.5094 8.5455 14.3191
H 7.5486 8.7629 16.3138
H 6.7275 7.3005 15.8194
H 6.8659 8.7124 14.6452
H 8.5897 6.6539 14.2571
H 9.2876 7.2528 15.8404
H 9.3553 8.5907 13.2852
C 7.3748 7.5759 10.1429
C 7.5420 8.6651 11.1583
O 8.9381 8.7886 11.6122
H 7.6323 6.6299 10.5864
H 8.1179 7.7250 9.3504
H 6.3536 7.4127 9.7294
H 7.0383 8.6169 12.0853
H 7.3327 9.6466 10.6676
H 9.4294 9.3749 11.0102
C 8.8040 12.2055 11.3159
C 9.0737 12.0902 9.8712
O 9.5595 10.7481 9.6595
H 8.1080 11.4818 11.6415
H 8.3864 13.2185 11.5183
H 9.7586 12.0508 11.9233
H 9.8430 12.7732 9.5487
H 8.2520 12.1649 9.2468
H 9.8235 10.6471 8.7279
C 11.0795 7.5983 5.4097
C 10.9735 7.6853 6.9436
O 10.6740 9.0605 7.3634
H 11.0752 6.5149 5.1760
H 12.0200 8.0322 5.0923
H 10.2511 8.0405 4.8956
H 11.8967 7.2926 7.4262
H 10.1285 7.1411 7.3268
H 11.5642 9.4951 7.4702
C 14.5887 11.0826 13.2264
C 13.2983 10.5268 12.7383
O 12.2348 11.4984 12.8400
H 14.5144 11.3853 14.2524
H 14.9601 11.9122 12.6244
H 15.3013 10.3148 13.1766
H 12.8602 9.5948 13.2495
H 13.3447 10.2515 11.6695
H 12.1598 11.8213 13.8125
C 10.6015 12.6863 16.6612
C 10.5718 11.1325 16.4277
O 11.6710 10.7335 15.5809
H 11.6333 12.9880 16.9149
H 9.8980 13.0288 17.4410
H 10.3301 13.2310 15.7516
H 9.6233 10.7000 16.0109
H 10.8026 10.5710 17.3077
H 11.3636 9.8919 15.0130
C 7.3972 9.5487 6.7958
O 8.3389 9.9389 5.8456
H 7.5642 9.9335 7.8712
H 6.4390 10.0631 6.5360
H 7.2893 8.4151 6.8768
H 9.2233 9.9790 6.2016
C 12.3868 12.0786 7.5849
O 12.6978 10.7940 8.1060
H 12.9736 12.2192 6.6306
H 11.3629 12.0796 7.2452
H 12.5669 12.9105 8.2592
H 12.3329 10.7792 9.0262
C 10.0801 13.2222 5.1254
O 9.4056 12.2895 5.9557
H 11.0587 13.3776 5.5596
H 10.3167 12.7527 4.1583
H 9.5612 14.2239 4.9370
H 8.6106 11.8932 5.5539
```

The total energy comes out at -34757.50034 eV. The SMILES is CCO.CCO.CCO.CCO.CCO.CCO.CO.CO.CO. The maximum force comes out at 0.066 Eh/bohr. For the LUMO energy, the calculation gives 0.026 Eh. Its gap between HOMO and LUMO is 10.22 eV. As for the net charge: 0. Its energy above the lowest of the compared OMol25 structures with the same formula, charge and spin is 4.4800 eV.

***

DFT (wB97M-V/def2-TZVPD) results for a cluster of 11 separate species, C15H49F2O15PSi in total at a distorted geometry.

XYZ file:
```
83
Properties=species:S:1:pos:R:3
O 3.1869 5.1237 -0.5573
C 2.5467 4.3470 -1.1682
F 1.4994 4.7463 -1.8951
C 2.8074 2.8879 -1.2492
Si 1.2668 1.8074 -1.3045
F 0.6875 1.9521 -2.7976
C -0.0763 2.3153 -0.1296
C 0.4841 2.2720 1.3000
C -0.3619 2.9046 2.3214
O 0.9024 3.4935 1.8072
P 2.0246 -0.2858 -0.9732
O 3.0520 -0.5220 -2.0040
O 0.8454 -1.3434 -0.9984
O 2.6713 -0.3556 0.5038
H 3.3381 2.6682 -2.1786
H 3.4567 2.5872 -0.4321
H -0.4218 3.3344 -0.2686
H -0.9028 1.6049 -0.0927
H 1.0317 1.3748 1.6001
H -1.1732 3.5219 1.9803
H -0.1610 2.7477 3.3675
H 1.2169 -2.2436 -1.0396
H 2.9611 0.5161 0.8006
C -1.6430 3.6541 6.5175
O -1.3000 2.6346 5.5835
H -2.7079 3.8457 6.4114
H -1.4422 3.3374 7.5435
H -1.0922 4.5791 6.3169
H -0.3595 2.4606 5.6809
C -2.7091 3.8531 -2.9423
O -1.4946 4.0322 -2.2043
H -3.5002 4.3618 -2.4081
H -2.6160 4.2765 -3.9423
H -2.9577 2.7904 -3.0144
H -0.7927 3.5737 -2.6734
C 2.8364 -4.4517 0.3869
O 2.5909 -4.6198 -1.0116
H 2.0703 -3.7881 0.7783
H 2.7768 -5.4060 0.9135
H 3.8155 -4.0008 0.5569
H 3.2648 -5.2059 -1.3703
C 2.7061 -4.5912 -4.1369
O 3.5831 -5.7155 -4.1976
H 3.3028 -3.7100 -3.9167
H 2.1909 -4.4506 -5.0910
H 1.9735 -4.7323 -3.3426
H 3.0354 -6.4849 -4.3864
C -0.4588 -6.7552 -3.4798
O 0.5464 -7.3488 -4.2986
H -0.0059 -5.9106 -2.9678
H -1.2964 -6.3970 -4.0833
H -0.8272 -7.4640 -2.7341
H 0.1536 -8.0974 -4.7543
C -3.2235 5.9873 2.8488
O -2.4428 4.8164 3.0774
H -3.7266 5.8607 1.8938
H -3.9753 6.1191 3.6318
H -2.5927 6.8784 2.8021
H -1.9940 4.9274 3.9206
C 0.0773 4.9895 -6.3653
O -0.8804 4.2322 -5.6322
H -0.4079 5.3353 -7.2742
H 0.4159 5.8566 -5.7924
H 0.9411 4.3771 -6.6370
H -0.4467 3.9264 -4.8315
C -6.3353 4.7294 -1.0146
O -5.3928 3.6669 -1.1217
H -5.7766 5.6406 -0.8162
H -6.8969 4.8558 -1.9438
H -7.0343 4.5577 -0.1919
H -5.8818 2.8588 -1.2982
C 1.3181 -4.9068 3.7036
O 2.4176 -4.0650 3.3492
H 0.8265 -5.2096 2.7814
H 1.6556 -5.7925 4.2377
H 0.6014 -4.3639 4.3255
H 2.8519 -3.7972 4.1627
C 1.0798 -8.7887 5.1184
O 0.8403 -7.5156 5.7133
H 2.0453 -8.7395 4.6217
H 1.1113 -9.5777 5.8736
H 0.3132 -9.0289 4.3775
H -0.0126 -7.5540 6.1540
```

The total energy comes out at -69662.22949 eV. The SMILES is O=C(F)C[Si@](F)(C[C@@H]1CO1)P(=O)(O)O.CO.CO.CO.CO.CO.CO.CO.CO.CO.CO. The maximum force comes out at 0.041 Eh/bohr. For the LUMO energy, the calculation gives 0.016 Eh. Its gap between HOMO and LUMO is 10.22 eV. As for the net charge: 0. Its energy above the lowest of the compared OMol25 structures with the same formula, charge and spin is 0.0000 eV.

***

DFT (wB97M-V/def2-TZVPD) results for a cluster of 9 separate species, C15H50N2O9 in total at a distorted geometry.

XYZ file:
```
76
Properties=species:S:1:pos:R:3
C 5.7509 -2.6482 1.2099
O 4.7577 -1.7411 0.8501
C 3.8689 -1.3970 1.8560
C 2.7318 -0.5821 1.2713
C 3.1038 0.8521 0.8747
N 1.6266 -0.5722 2.2427
H 6.2318 -2.9108 0.2774
H 5.2191 -3.5434 1.5212
H 6.4034 -2.2380 1.9682
H 3.4813 -2.2924 2.3763
H 4.3869 -0.8317 2.6491
H 2.5144 -1.1196 0.3532
H 4.0523 0.9384 0.3747
H 3.3404 1.3725 1.8398
H 2.3124 1.3230 0.3525
H 0.8654 -0.0418 1.8192
H 1.2531 -1.5151 2.3472
C -4.4360 -0.5933 -1.8628
O -4.0609 -1.8124 -1.2589
C -2.7230 -2.2707 -1.5716
C -2.5511 -2.6769 -3.0152
C -3.5146 -3.7328 -3.6280
N -1.1954 -3.2329 -3.1083
H -5.4380 -0.3777 -1.5326
H -4.4076 -0.6823 -2.9486
H -3.7342 0.2241 -1.5323
H -1.9922 -1.5880 -1.2039
H -2.5878 -3.1396 -0.9708
H -2.5401 -1.8356 -3.6776
H -3.1389 -4.7483 -3.4750
H -3.5616 -3.6226 -4.7036
H -4.5190 -3.6066 -3.3408
H -1.0203 -3.8866 -2.3837
H -1.0345 -3.7172 -3.9703
C 0.4032 4.2172 1.2939
O -0.9577 4.0441 0.9626
H 1.0127 3.4030 0.8936
H 0.8405 5.0924 0.8234
H 0.5868 4.2640 2.3880
H -1.0608 4.3294 0.0241
C 2.1410 -1.7227 -3.7151
O 1.0825 -1.4697 -2.8050
H 2.0756 -2.7639 -3.9766
H 2.1613 -1.0906 -4.5993
H 3.1290 -1.5160 -3.2141
H 0.4011 -2.1558 -2.9418
C 0.2197 5.6513 -2.4059
O -0.7483 4.7082 -1.9116
H 0.0494 6.6832 -2.0975
H 1.2158 5.3697 -2.0471
H 0.2602 5.6113 -3.5194
H -1.4655 4.6057 -2.5627
C 2.9029 1.6272 4.7489
O 2.4047 0.2850 4.8114
H 3.0615 2.0010 5.7606
H 3.8661 1.8017 4.2438
H 2.1654 2.2926 4.2643
H 2.3688 -0.0773 3.9105
C -1.6495 -1.9996 1.9079
O -0.7751 -3.0780 1.5845
H -1.9760 -2.1646 2.9605
H -1.2014 -1.0689 1.7380
H -2.5677 -2.0551 1.2752
H -1.3092 -3.8493 1.8458
C -3.9817 1.7975 2.1985
O -4.7953 0.7954 1.5675
H -4.6972 2.5912 2.5014
H -3.4543 1.3623 3.0243
H -3.1837 2.2341 1.5609
H -4.1624 0.0937 1.2910
C -0.5636 1.1911 -0.5766
O -0.5720 1.4370 0.8007
H -0.3260 2.0944 -1.2046
H 0.1253 0.4039 -0.8230
H -1.6062 0.8973 -0.8433
H -0.8650 2.3733 0.8628
```

The total energy comes out at -37769.09785 eV. The SMILES is COC[C@H](C)N.COC[C@H](C)N.CO.CO.CO.CO.CO.CO.CO. The maximum force comes out at 0.056 Eh/bohr. For the LUMO energy, the calculation gives 0.011 Eh. Its gap between HOMO and LUMO is 9.41 eV. As for the net charge: 0. Its energy above the lowest of the compared OMol25 structures with the same formula, charge and spin is 0.3436 eV.